1.
ORCA calculation (ωB97M-V/def2-TZVPD) on a molecular structure, C22H15IrN6S2.

The geometry in ORCA input format:
```
! RIJCOSX wB97M-V def2-TZVPD def2/J DEFGRID3
* xyz 1 6
Ir -0.52565 0.87142 0.48118
C 1.45042 3.10697 2.03473
C 1.89126 1.73073 2.42969
C 2.89392 1.53408 3.37692
C 3.23650 0.25388 3.75312
C 2.58255 -0.82338 3.17277
C 1.63107 -0.57610 2.20750
N 1.29784 0.67582 1.85834
C 0.95289 -1.65397 1.45292
C 1.37371 -2.96946 1.48241
C 0.70877 -3.90247 0.70763
C -0.34775 -3.50065 -0.08567
C -0.72157 -2.16654 -0.08916
N -0.07472 -1.28012 0.67610
C -1.83498 -1.64239 -0.91347
C -2.67585 -2.47880 -1.61483
C -3.71307 -1.92330 -2.34737
C -3.89327 -0.55925 -2.32082
C -3.02610 0.24324 -1.58127
C -3.25133 1.72428 -1.51643
N -1.99767 -0.30846 -0.91966
H 2.19604 3.84670 2.31790
H 0.51305 3.35953 2.53729
H 1.28180 3.17304 0.95969
H 3.39029 2.39479 3.80593
H 4.01504 0.08777 4.48727
H 2.81626 -1.83436 3.47541
H 2.22761 -3.26235 2.07597
H 1.01698 -4.94086 0.71939
H -0.86657 -4.22264 -0.69754
H -2.54458 -3.55016 -1.59469
H -4.37626 -2.55801 -2.92104
H -4.70673 -0.09304 -2.86012
H -4.23469 1.97028 -1.90941
H -2.50929 2.25561 -2.11192
H -3.18776 2.08931 -0.49183
S 1.67374 -0.36074 -1.15312
C 1.83552 0.63175 -2.47311
C 2.75996 0.24731 -3.51390
N 3.50187 -0.10247 -4.32165
C 1.08392 1.79900 -2.60612
S 0.01798 2.41130 -1.44563
C 1.17339 2.58359 -3.80665
N 1.20179 3.21535 -4.77022
N -2.45943 2.54744 2.39391
C -1.77690 1.95633 1.65955
*
```

Properties
* gap between HOMO and LUMO (alpha / beta): 7.31 / 6.42 eV
* energy relative to the best compared isomer or geometry (same formula, charge and spin): 0.158 eV
* highest occupied orbital energy (alpha / beta): -0.4234 / -0.4595 Ha

Atom-resolved charges from Löwdin, all expressed in e: 1.25 -0.03 -0.28 0.02 -0.01 0.02 -0.22 0.01 -0.26 0.02 0.01 0.03 -0.22 -0.10 -0.20 0.01 -0.01 0.01 -0.28 -0.05 0.04 0.09 0.08 0.03 0.13 0.13 0.12 0.12 0.13 0.12 0.12 0.13 0.13 0.09 0.04 0.05 0.90 -0.72 -0.25 0.21 -0.70 0.74 -0.25 0.22 0.04 -0.46

2.
ORCA calculation (ωB97M-V/def2-TZVPD) on a molecular structure, C22H15IrNOS8.

The geometry in ORCA input format:
```
! RIJCOSX wB97M-V def2-TZVPD def2/J DEFGRID3
* xyz 0 2
Ir -0.02612 0.32930 -0.60836
S -1.82185 0.82329 -2.06234
C -2.48898 -0.81104 -2.17343
C -3.82514 -0.98420 -2.54217
C -4.38337 -2.24557 -2.64250
C -3.62913 -3.38494 -2.38794
C -2.29601 -3.24791 -2.04212
C -1.75012 -1.97986 -1.92321
S -0.01782 -1.75241 -1.58022
C 0.39240 -2.65130 -0.02082
C 1.27821 -1.81578 0.89492
C 1.94118 -2.38169 1.96866
C 2.69390 -1.56314 2.80017
C 2.78285 -0.20558 2.54417
C 2.10132 0.31230 1.45441
C 2.10972 1.76162 1.05159
S 0.44492 2.34803 0.46954
C 0.99281 3.37597 -0.87943
C 0.91776 4.75480 -0.74469
C 1.34417 5.56610 -1.78307
C 1.84400 4.98190 -2.94090
C 1.91032 3.60554 -3.07511
C 1.47228 2.77238 -2.04524
S 1.55254 1.02880 -2.20865
N 1.38081 -0.49623 0.66982
H -4.42881 -0.10402 -2.72206
H -5.42722 -2.34254 -2.91207
H -4.07279 -4.36800 -2.46489
H -1.68376 -4.12385 -1.86257
H 0.90878 -3.57322 -0.28519
H -0.54289 -2.89619 0.48589
H 1.85187 -3.44236 2.15948
H 3.19786 -1.98549 3.65896
H 3.34557 0.45207 3.19079
H 2.74545 1.85453 0.16856
H 2.47189 2.40838 1.84680
H 0.52560 5.18296 0.16956
H 1.28069 6.64180 -1.69375
H 2.16940 5.60918 -3.76101
H 2.27919 3.16071 -3.99021
O -1.58419 -3.64578 5.18980
C -1.41165 -2.68455 4.49697
S -0.47474 -1.26127 4.96506
C -0.68414 -0.32136 3.48459
C -1.40624 -0.95075 2.46599
S -1.81451 -0.45581 0.88695
S -2.05957 -2.53488 2.84677
S -0.10644 1.24008 3.48250
*
```

Properties
* gap between HOMO and LUMO (alpha / beta): 7.17 / 5.55 eV
* energy relative to the best compared isomer or geometry (same formula, charge and spin): 0.000 eV
* highest occupied orbital energy (alpha / beta): -0.2752 / -0.2750 Ha

Atom-resolved charges from Löwdin, all expressed in e: 0.40 0.52 -0.71 -0.11 -0.08 -0.09 -0.10 -0.55 0.88 -0.33 -0.31 0.00 -0.03 -0.02 -0.36 -0.34 0.84 -0.53 -0.10 -0.09 -0.08 -0.11 -0.67 0.57 -0.08 0.11 0.11 0.10 0.11 0.09 0.05 0.13 0.12 0.12 0.08 0.09 0.11 0.10 0.11 0.11 -0.04 -1.01 0.96 -1.16 -1.08 0.63 0.97 0.67

3.
ORCA calculation (ωB97M-V/def2-TZVPD) on a molecular structure, C22H15NiO4P at a distorted geometry.

The geometry in ORCA input format:
```
! RIJCOSX wB97M-V def2-TZVPD def2/J DEFGRID3
* xyz 2 3
O -0.15665 -2.64664 -0.24033
C -0.06408 -1.49826 -0.36426
Ni -0.06296 0.30571 -0.24570
O -2.03517 -0.03293 -2.45816
C -1.25081 0.10090 -1.63155
C 1.68727 0.17309 -0.45685
O 2.82633 -0.00379 -0.54982
C 0.00859 2.09379 -0.23337
O -0.02383 3.25010 -0.25252
C -0.63083 3.67859 5.12545
C 0.28240 3.85709 4.07650
C 0.48186 2.83355 3.14402
C -0.20620 1.60815 3.27421
C -1.05369 1.42806 4.38827
C -1.28464 2.45827 5.29584
P 0.10974 0.17487 2.13510
C 1.62650 -0.52101 2.90708
C 2.16400 -1.71672 2.39452
C 3.42156 -2.15105 2.80074
C 4.13288 -1.41447 3.75541
C 3.60681 -0.23678 4.29313
C 2.32964 0.16512 3.92917
C -1.27271 -0.96578 2.61566
C -1.21098 -2.19852 3.29212
C -2.39681 -2.93470 3.46865
C -3.61733 -2.45841 2.99048
C -3.68917 -1.20277 2.37301
C -2.52251 -0.45506 2.26181
H -0.79885 4.48316 5.83516
H 0.80782 4.81012 3.96324
H 1.17956 3.00055 2.31526
H -1.60479 0.49739 4.52915
H -1.99178 2.30398 6.11455
H 1.58342 -2.33649 1.69228
H 3.84617 -3.04749 2.34127
H 5.14670 -1.70098 4.00767
H 4.18700 0.38309 4.99021
H 1.89059 1.01991 4.47338
H -0.29591 -2.61177 3.70628
H -2.37005 -3.90880 3.95783
H -4.53392 -3.03904 3.10786
H -4.61666 -0.81489 1.97612
H -2.58812 0.54895 1.85482
*
```

Properties
* gap between HOMO and LUMO (alpha / beta): 7.88 / 4.18 eV
* highest occupied orbital energy (alpha / beta): -0.5557 / -0.5615 Ha

Atom-resolved charges from Löwdin, all expressed in e: 0.23 -0.11 -0.03 0.25 -0.03 -0.09 0.25 -0.08 0.22 -0.02 -0.03 -0.09 -0.33 -0.07 -0.03 1.16 -0.33 -0.11 -0.04 -0.03 -0.04 -0.06 -0.33 -0.02 0.00 0.01 -0.01 -0.09 0.13 0.13 0.11 0.11 0.13 0.10 0.13 0.12 0.13 0.12 0.12 0.14 0.14 0.13 0.12

4.
ORCA calculation (ωB97M-V/def2-TZVPD) on a molecular structure, C22H16AuBrN4O3.

The geometry in ORCA input format:
```
! RIJCOSX wB97M-V def2-TZVPD def2/J DEFGRID3
* xyz 0 1
Au 0.13009 -0.80052 -0.21594
Br -0.90488 5.56198 3.26200
C 0.39789 4.43404 4.04545
C 0.25291 4.03802 5.36461
C 1.22112 3.22727 5.93462
C 2.29637 2.77996 5.17957
C 2.44847 3.21013 3.86510
C 1.49575 4.03965 3.29608
N 3.28213 1.98076 5.86375
N 3.72824 0.92362 5.39349
C 3.22979 0.39119 4.15246
C 4.12270 0.18656 3.13744
C 3.69828 -0.23960 1.87139
C 2.37411 -0.53847 1.62279
O 2.02049 -0.95912 0.41639
C 1.44044 -0.42918 2.71136
N 0.14855 -0.76694 2.47354
C -0.71822 -0.71106 3.44883
C -0.37546 -0.32915 4.76085
C 0.91207 0.03524 5.02038
C 1.87257 0.01826 3.98111
H -0.59747 4.37061 5.94314
H 1.14481 2.92834 6.97243
H 3.30427 2.89950 3.28359
H 1.60706 4.38057 2.27593
H 5.16785 0.41502 3.30725
H 4.40888 -0.34739 1.06311
H -1.73959 -0.98706 3.20739
H -1.12736 -0.33013 5.53767
H 1.21022 0.32192 6.01977
C 0.52328 1.21768 -0.29884
C -0.75362 1.92462 -0.46794
C -1.26680 2.18921 -1.73806
C -2.47465 2.84963 -1.87996
C -3.18466 3.24684 -0.75450
C -2.68618 2.98241 0.51480
C -1.48006 2.31975 0.65721
H 1.00862 1.41266 0.65467
H 1.22127 1.30513 -1.12789
H -0.71327 1.86966 -2.61293
H -2.86656 3.05285 -2.86763
H -4.12904 3.76314 -0.86694
H -3.23627 3.29726 1.39180
H -1.08416 2.10922 1.64496
O -1.12019 -2.77590 -0.53674
N -2.04482 -2.10682 -0.98080
O -1.76990 -0.85649 -1.01267
*
```

Properties
* gap between HOMO and LUMO: 6.72 eV
* energy relative to the best compared isomer or geometry (same formula, charge and spin): 0.000 eV
* highest occupied orbital energy: -0.2931 Ha

Atom-resolved charges from Löwdin, all expressed in e: 1.21 0.74 -0.69 -0.12 -0.03 -0.28 -0.02 -0.12 0.08 0.09 -0.25 -0.03 0.00 -0.35 -0.23 -0.16 0.08 -0.13 -0.04 0.00 -0.10 0.10 0.12 0.12 0.10 0.12 0.12 0.11 0.11 0.11 -0.13 -0.32 -0.05 -0.07 -0.07 -0.08 -0.04 0.06 0.08 0.12 0.11 0.10 0.10 0.11 -0.15 -0.19 -0.25